{
  "formula": "C4H9NO2",
  "method": "the ωB97M-V functional and the def2-TZVPD basis",
  "elements": ["O", "O", "N", "C", "C", "C", "C", "H", "H", "H", "H", "H", "H", "H", "H", "H"],
  "positions_angstrom": [[1.8527, 0.6860, 1.8451], [-0.4256, 1.5652, -2.0566], [0.5371, -0.5466, 0.4585], [-0.9988, 0.6390, -1.1440], [-0.0766, -0.5627, -0.8521], [1.6145, 0.2373, 0.7479], [-0.3664, -0.8351, 1.5948], [-1.1714, 1.1244, -0.1744], [-0.6215, -1.5007, -0.9389], [-1.9272, 0.3299, -1.5964], [-0.4523, 0.0404, 2.2162], [0.0115, -1.6708, 2.1459], [2.2890, 0.3783, -0.1165], [0.6667, -0.5897, -1.6557], [0.3541, 1.9423, -1.6385], [-1.2859, -1.2372, 1.1648]],
  "forces_ev_per_angstrom": [[0.226, -0.016, 0.207], [0.045, -0.100, 0.092], [-0.281, 0.193, 0.647], [0.674, 0.122, 0.472], [0.028, -0.226, -0.710], [-0.128, -0.280, -0.413], [0.222, -0.391, -1.377], [-0.398, 0.034, -0.173], [-0.116, -0.050, -0.010], [-0.322, -0.108, -0.025], [-0.417, 0.135, 0.278], [0.582, -0.267, 0.669], [-0.115, 0.160, -0.053], [0.184, 0.028, 0.245], [0.055, 0.134, -0.051], [-0.239, 0.632, 0.203]],
  "lowdin_charge": [0.029, -0.065, -0.150, -0.228, -0.166, -0.349, -0.026, 0.122, 0.115, 0.114, 0.085, 0.082, 0.139, 0.127, 0.080, 0.091],
  "e_above_lowest_kj_mol": 150.7,
  "total_energy_ev": -9878.4990,
  "smiles": "CN(C=O)CCO",
  "total_charge": 0,
  "gap_ev": 10.29,
  "homo_ev": -9.5
}



{
  "formula": "C33H23Br2N7O3Pt",
  "method": "the ωB97M-V functional and the def2-TZVPD basis",
  "elements": ["Pt", "Br", "Br", "O", "O", "O", "N", "N", "N", "N", "N", "N", "N", "C", "C", "C", "C", "C", "C", "C", "C", "C", "C", "C", "C", "C", "C", "C", "C", "C", "C", "C", "C", "C", "C", "C", "C", "C", "C", "C", "C", "C", "C", "C", "C", "C", "H", "H", "H", "H", "H", "H", "H", "H", "H", "H", "H", "H", "H", "H", "H", "H", "H", "H", "H", "H", "H", "H", "H"],
  "positions_angstrom": [[-2.4979, -0.7036, 0.6990], [-4.2472, -1.3137, 2.3530], [-4.5073, 1.7932, 3.2029], [-7.7900, -2.0905, -3.8931], [10.1156, 0.4967, 1.0198], [-7.9292, -0.1351, -4.7839], [-1.0359, -0.1813, 2.0563], [-0.8478, -0.6860, -0.5213], [3.9573, -0.1533, -0.1237], [-3.7350, 1.2779, -0.3782], [3.8268, 0.2585, 2.1020], [-3.7635, -1.4545, -0.7161], [-7.4707, -0.9259, -4.0027], [2.7119, -0.1806, 0.2439], [0.3477, -0.8990, -2.5764], [6.0654, 0.2181, 1.0248], [1.3289, 0.1099, 2.3503], [11.0457, 0.3415, -0.1234], [0.2101, -0.1661, 1.5470], [0.3143, -0.4397, 0.1140], [-5.4254, 2.9390, -1.8427], [-3.7526, -2.7799, -0.8709], [-4.5307, 3.4657, -0.9496], [6.7936, 0.0306, -0.2301], [-0.8318, -0.9002, -1.8389], [-5.4431, 0.2339, 2.6567], [1.5481, -0.6718, -1.9359], [-6.4295, -0.4059, -3.0678], [2.5908, 0.0811, 1.6728], [-4.6073, 0.7499, -1.2619], [8.1508, 0.5880, 2.2011], [-1.2036, 0.0921, 3.3567], [-4.6354, -0.6873, -1.4362], [-4.5877, -3.4259, -1.7665], [-5.5371, -1.2851, -2.3431], [8.8616, 0.3962, 0.9403], [1.1377, 0.3854, 3.7119], [-0.1438, 0.3804, 4.2108], [4.7012, 0.1158, 1.0000], [-6.3923, 0.9302, -2.9271], [-5.4776, 1.5429, -2.0169], [-5.4796, -2.6859, -2.5035], [6.8158, 0.5015, 2.2367], [-3.7046, 2.5890, -0.2346], [8.1321, 0.1142, -0.2788], [1.5307, -0.4341, -0.5606], [8.7489, 0.7971, 3.0792], [4.1043, 0.4550, 3.0547], [1.9707, 0.6020, 4.3691], [-2.2196, 0.0787, 3.7233], [12.0246, 0.4914, 0.3148], [-3.0524, -3.3326, -0.2592], [-6.1442, -3.1703, -3.1995], [-1.7874, -1.0810, -2.3104], [-4.4576, 4.5317, -0.7866], [-6.0841, -0.1194, 3.4579], [6.3080, 0.6465, 3.1809], [10.8182, 1.1114, -0.8564], [10.9385, -0.6660, -0.5173], [-0.3453, 0.5902, 5.2520], [-7.0750, 1.5407, -3.5041], [6.2200, -0.1789, -1.1220], [8.6663, -0.0256, -1.2082], [-5.9799, 0.4021, 1.7318], [0.3057, -1.0814, -3.6412], [-2.9974, 2.9802, 0.4873], [-6.0900, 3.5758, -2.4133], [2.4832, -0.6734, -2.4805], [-4.5349, -4.5003, -1.8685]],
  "forces_ev_per_angstrom": [[0.052, -0.122, 0.037], [-0.009, 0.041, 0.037], [-0.017, -0.006, 0.015], [0.011, 0.000, 0.080], [-0.003, 0.001, 0.001], [0.001, 0.026, -0.027], [-0.016, 0.025, 0.001], [-0.003, 0.025, -0.011], [0.004, 0.001, 0.001], [-0.027, 0.028, -0.005], [0.004, 0.002, 0.002], [-0.015, -0.025, -0.030], [0.050, -0.056, -0.039], [-0.008, 0.000, 0.000], [-0.016, -0.002, 0.006], [0.005, 0.000, 0.000], [-0.004, 0.000, 0.004], [0.002, -0.001, -0.003], [-0.002, 0.006, -0.003], [0.003, -0.004, -0.014], [-0.007, -0.007, -0.003], [0.015, 0.013, 0.003], [0.005, 0.002, 0.007], [0.000, -0.002, -0.002], [0.014, 0.009, -0.005], [0.023, -0.052, 0.044], [0.009, 0.000, -0.004], [0.005, 0.002, 0.025], [-0.004, -0.004, 0.002], [-0.007, 0.016, 0.003], [0.004, -0.001, 0.001], [0.021, -0.006, -0.002], [-0.014, 0.004, -0.002], [-0.014, 0.001, -0.019], [0.005, 0.004, -0.024], [-0.001, 0.000, 0.001], [0.005, 0.000, -0.001], [-0.013, -0.006, 0.003], [-0.008, -0.002, -0.003], [-0.028, -0.006, 0.024], [0.010, -0.001, -0.008], [-0.010, 0.040, -0.007], [-0.001, 0.002, 0.001], [-0.009, 0.015, -0.015], [-0.001, 0.002, 0.001], [0.011, 0.004, -0.005], [0.000, 0.000, 0.001], [0.000, 0.000, -0.001], [-0.001, 0.001, 0.001], [-0.003, 0.002, 0.000], [-0.001, 0.000, 0.001], [-0.006, -0.007, -0.003], [-0.023, -0.013, -0.018], [0.002, -0.002, -0.002], [0.000, 0.000, 0.001], [-0.038, 0.043, -0.023], [0.001, 0.000, 0.000], [0.000, 0.000, 0.000], [0.000, 0.000, 0.000], [0.001, 0.000, 0.000], [0.005, -0.001, -0.003], [0.000, 0.000, 0.000], [0.000, 0.000, 0.000], [0.041, 0.007, -0.029], [0.000, 0.000, 0.000], [0.003, 0.000, 0.003], [0.001, 0.002, -0.001], [0.000, 0.000, 0.001], [0.000, 0.000, 0.002]],
  "lowdin_charge": [0.964, 0.785, 0.731, 0.110, 0.090, 0.143, -0.054, -0.032, 0.258, 0.037, 0.250, -0.145, -0.327, -0.095, 0.041, -0.045, -0.043, 0.096, -0.102, -0.122, 0.050, -0.123, 0.003, 0.074, -0.030, -0.900, 0.076, -0.038, -0.021, -0.169, 0.106, -0.060, -0.127, 0.015, -0.031, -0.174, 0.072, 0.040, -0.167, 0.098, -0.106, 0.074, 0.052, -0.133, 0.085, -0.049, 0.161, 0.186, 0.142, 0.053, 0.123, 0.118, 0.126, 0.128, 0.130, 0.028, 0.133, 0.122, 0.122, 0.146, 0.151, 0.139, 0.144, 0.017, 0.143, 0.106, 0.145, 0.146, 0.137],
  "e_above_lowest_kj_mol": 3.6,
  "total_energy_ev": -194459.5380,
  "total_charge": 4,
  "gap_ev": [3.80, 3.80],
  "homo_ev": [-17.9, -17.9]
}



{
  "formula": "C17H14IIrN3O7",
  "method": "the ωB97M-V functional and the def2-TZVPD basis",
  "elements": ["Ir", "I", "O", "O", "O", "O", "O", "O", "O", "N", "N", "N", "C", "C", "C", "C", "C", "C", "C", "C", "C", "C", "C", "C", "C", "C", "C", "C", "C", "H", "H", "H", "H", "H", "H", "H", "H", "H", "H", "H", "H", "H", "H"],
  "positions_angstrom": [[-0.0759, -0.4558, 0.2666], [2.4715, 4.9087, 5.8728], [1.2144, -0.7918, 1.9262], [-1.2727, 0.9753, 1.5397], [3.3923, -0.5062, 1.4920], [1.1104, -0.7613, -1.5670], [-2.4832, -3.4097, -1.4255], [-1.5279, 3.0941, 2.2132], [1.9818, -2.4250, -2.7819], [-0.7382, -2.2389, -0.4920], [0.8847, 1.6281, 0.1089], [-2.2510, 0.0033, -0.8475], [2.3653, -0.2115, 2.0799], [-2.0305, -2.4276, -0.8513], [2.1313, 4.0646, 0.4029], [3.5923, 2.8053, 4.0095], [2.4333, 3.1954, 4.6685], [2.3790, 0.9569, 3.0463], [3.5551, 1.6839, 3.1975], [1.2144, -2.0068, -1.9362], [2.0353, 1.8667, -0.5235], [0.3479, 2.5664, 0.8876], [1.2358, 1.3532, 3.7283], [-2.9389, -1.2450, -0.5084], [1.2547, 2.4823, 4.5370], [0.9371, 3.8086, 1.0534], [-0.9338, 2.2077, 1.6161], [2.6890, 3.0790, -0.3972], [0.2936, -2.9884, -1.1877], [-3.1320, -1.2358, 0.5660], [-0.1462, -3.6923, -1.8926], [0.3189, 0.7971, 3.5882], [3.6271, 3.2334, -0.9118], [-2.6365, 0.8045, -0.3665], [2.6283, 5.0187, 0.5252], [0.9088, -3.5522, -0.4820], [4.5063, 3.3722, 4.1241], [-2.2128, 0.1637, -1.8457], [2.4156, 1.0490, -1.1226], [4.4318, 1.3569, 2.6541], [-3.8845, -1.3890, -1.0328], [0.4512, 4.5235, 1.7015], [0.3530, 2.8107, 5.0344]],
  "forces_ev_per_angstrom": [[-0.082, 0.072, 0.060], [-0.002, 0.000, -0.010], [-0.014, -0.074, 0.151], [-0.053, -0.099, 0.003], [-0.027, -0.044, 0.039], [0.020, -0.028, -0.069], [0.024, 0.018, 0.030], [-0.036, 0.042, 0.037], [-0.017, 0.027, -0.042], [0.068, -0.020, -0.042], [0.084, -0.023, -0.083], [-0.021, -0.064, 0.023], [0.086, 0.146, -0.137], [-0.062, 0.002, -0.086], [-0.012, 0.006, 0.025], [-0.029, 0.018, 0.028], [0.070, 0.006, -0.025], [0.015, -0.041, 0.025], [-0.033, 0.009, -0.010], [0.071, -0.021, 0.084], [-0.003, -0.076, -0.007], [0.073, 0.155, -0.052], [0.034, 0.021, -0.030], [0.042, 0.003, 0.003], [-0.051, -0.010, 0.017], [0.012, -0.004, 0.009], [-0.049, -0.045, 0.041], [0.048, -0.007, -0.012], [-0.193, -0.012, 0.070], [-0.003, 0.005, -0.002], [0.030, 0.012, -0.028], [-0.002, -0.036, 0.025], [0.001, 0.003, -0.001], [0.002, 0.010, -0.004], [0.005, 0.004, 0.007], [0.042, 0.037, -0.016], [-0.003, 0.008, 0.000], [-0.013, 0.008, 0.000], [-0.012, 0.008, -0.011], [0.001, -0.002, -0.004], [0.010, -0.009, -0.009], [-0.001, 0.004, -0.003], [-0.019, -0.012, 0.008]],
  "lowdin_charge": [1.640, 0.809, -0.202, -0.173, 0.053, -0.191, 0.029, 0.039, 0.034, -0.152, 0.016, -0.046, -0.620, -0.543, -0.050, -0.157, -0.738, -0.133, -0.020, -0.636, -0.100, -0.196, -0.022, -0.179, -0.142, 0.004, -0.640, -0.043, -0.135, 0.118, 0.114, 0.115, 0.105, 0.075, 0.107, 0.124, 0.086, 0.097, 0.108, 0.118, 0.110, 0.121, 0.097],
  "e_above_lowest_kj_mol": 0.0,
  "total_energy_ev": -47600.6264,
  "total_charge": -1,
  "spin_multiplicity": 5,
  "gap_ev": [6.73, 7.64],
  "homo_ev": [-4.7, -6.1]
}